DFT (ωB97M-V/def2-TZVPD) results for a structure of composition C22H45N2P3SSm in a non-equilibrium geometry.

Energy above the lowest of the compared OMol25 structures with the same formula, charge and spin (kJ/mol): 254.62
Gap between HOMO and LUMO (spin up / spin down) (eV): 5.95 / 6.14
Net charge: +3
E_HOMO (spin up / spin down) (eV): -16.62 / -16.63
2S+1: 6

Last column: Mulliken spin population.
CARTESIAN COORDINATES (ANGSTROEM)
Sm: 0.78 0.16 -0.84  5.108
P: 1.98 2.15 1.36  -0.016
P: -1.66 0.76 2.05  -0.005
P: -1.12 2.54 -1.01  -0.011
H: 1.62 -1.42 -4.12  -0.001
C: 1.29 -0.41 -3.80  -0.017
C: 2.03 0.17 -2.72  -0.002
H: 2.94 -0.48 -2.50  0.001
C: 3.41 1.43 2.23  -0.003
C: 1.37 3.21 2.72  0.000
C: 2.83 3.43 0.39  -0.001
C: -3.25 -0.12 1.71  -0.002
C: -1.46 0.04 3.75  -0.001
C: -2.44 2.34 2.64  -0.001
C: -1.00 3.23 -2.71  -0.002
C: -1.15 4.15 -0.14  -0.001
C: -2.93 2.19 -1.05  -0.002
H: 0.97 0.24 -4.66  0.001
H: 2.25 1.24 -2.87  0.000
H: 3.60 0.44 1.82  0.001
H: 3.16 1.34 3.29  0.000
H: 4.28 2.07 2.09  0.000
H: 0.83 2.60 3.45  0.000
H: 0.69 3.97 2.31  0.000
H: 2.26 3.68 3.18  0.000
H: 3.07 3.05 -0.61  0.000
H: 3.75 3.69 0.93  0.000
H: 2.17 4.30 0.29  0.000
H: -3.98 0.09 2.50  0.000
H: -3.06 -1.19 1.70  0.000
H: -3.69 0.19 0.76  0.000
H: -2.30 0.28 4.42  0.000
H: -0.54 0.42 4.22  0.000
H: -1.40 -1.06 3.66  0.000
H: -3.04 2.10 3.53  0.000
H: -3.12 2.82 1.92  0.000
H: -1.67 3.06 2.96  0.000
H: -1.72 4.07 -2.77  0.000
H: -1.26 2.47 -3.46  0.000
H: 0.01 3.61 -2.89  0.000
H: -1.69 4.87 -0.78  0.000
H: -0.13 4.52 0.01  0.000
H: -1.67 4.09 0.83  0.000
H: -3.39 2.85 -1.80  0.000
H: -3.42 2.38 -0.09  0.000
H: -3.09 1.16 -1.35  0.000
C: -1.10 -2.05 -3.41  0.002
C: -2.38 -2.33 -4.14  0.000
C: -2.96 -3.51 -3.50  -0.004
C: -2.18 -4.50 -2.95  -0.001
C: -0.77 -4.30 -2.76  0.000
C: -0.23 -3.05 -3.06  0.001
S: -1.09 -0.42 -3.08  -0.028
H: -2.84 -1.33 -3.98  0.000
H: -2.26 -2.58 -5.22  -0.001
H: -4.03 -3.72 -3.76  0.000
H: -2.64 -5.46 -2.61  0.000
H: -0.16 -5.15 -2.38  0.000
H: 0.84 -2.84 -2.90  -0.001
C: 2.62 -4.83 -0.01  0.000
C: 2.25 -3.62 0.74  0.001
C: 2.29 -3.36 2.11  -0.002
C: 1.82 -2.04 2.25  0.002
N: 1.53 -1.50 1.03  -0.016
N: 1.80 -2.51 0.12  0.001
C: 1.66 -1.45 3.59  0.001
H: 3.66 -5.13 0.14  0.000
H: 1.98 -5.67 0.30  0.000
H: 2.47 -4.69 -1.09  0.000
H: 2.50 -4.04 2.92  0.000
H: 1.27 -2.63 -0.77  -0.001
H: 2.44 -1.88 4.23  0.000
H: 1.72 -0.36 3.63  0.000
H: 0.69 -1.76 4.02  0.000

DFT (ωB97M-V/def2-TZVPD) results for a cluster of 2 separate species, C3H5N3S in total in a non-equilibrium geometry.

Energy above the lowest of the compared OMol25 structures with the same formula, charge and spin (kJ/mol): 681.05
Gap between HOMO and LUMO (spin up / spin down) (eV): 6.47 / 6.47
Net charge: 0
E_HOMO (spin up / spin down) (eV): -7.19 / -7.19
2S+1: 1

Last column: natural (NBO) charge in e.
CARTESIAN COORDINATES (ANGSTROEM)
C: -0.29 0.86 0.31  -0.472
C: -0.36 2.10 0.09  -0.022
C: 0.23 -1.48 -0.05  0.769
N: -0.62 -2.02 -0.75  -0.600
N: -0.41 3.46 0.12  -0.843
N: 1.42 -1.29 0.52  -0.846
S: -1.24 -3.63 -0.97  0.215
H: -1.25 -3.32 -2.32  0.152
H: -1.22 3.82 0.62  0.380
H: 0.45 3.81 0.49  0.378
H: 1.81 -2.03 1.05  0.408
H: 1.48 -0.29 0.90  0.482

DFT (ωB97M-V/def2-TZVPD) results for a structure of composition C26H69MnN5O7 in a non-equilibrium geometry.

Gap between HOMO and LUMO (spin up / spin down) (eV): 7.18 / 7.32
Net charge: 0
E_HOMO (spin up / spin down) (eV): -6.90 / -7.03
2S+1: 6

Last column: Mulliken spin population.
CARTESIAN COORDINATES (ANGSTROEM)
Mn: -15.07 18.99 -19.87  4.631
C: -17.12 16.08 -22.57  0.001
C: -17.34 16.65 -21.22  0.002
C: -17.42 15.54 -20.09  -0.008
O: -16.49 17.73 -20.87  0.094
H: -16.13 15.62 -22.64  0.000
H: -17.05 16.85 -23.34  0.000
H: -17.93 15.39 -22.79  0.001
H: -18.34 17.08 -21.20  0.008
H: -17.97 15.93 -19.23  0.000
H: -16.40 15.27 -19.83  0.002
H: -17.87 14.62 -20.46  0.000
C: -16.38 23.07 -21.58  0.001
C: -15.57 22.39 -20.42  0.001
C: -15.85 22.96 -19.03  0.000
O: -15.46 21.01 -20.45  0.113
H: -16.07 22.94 -22.62  0.000
H: -16.21 24.13 -21.40  -0.001
H: -17.46 22.91 -21.53  0.001
H: -14.55 22.76 -20.55  0.004
H: -16.83 22.68 -18.64  0.000
H: -15.94 24.04 -19.12  -0.001
H: -15.14 22.86 -18.21  0.000
C: -12.93 20.70 -16.32  0.002
C: -13.67 19.63 -17.12  0.011
C: -15.25 19.71 -16.90  0.027
O: -15.93 19.05 -17.94  -0.029
C: -17.21 18.51 -17.55  0.013
N: -13.51 19.86 -18.54  0.011
H: -11.89 20.76 -16.63  0.000
H: -12.89 20.59 -15.24  -0.001
H: -13.39 21.69 -16.43  -0.001
H: -13.25 18.65 -16.90  0.001
H: -15.58 20.74 -17.01  -0.003
H: -15.50 19.29 -15.92  0.001
H: -17.89 18.28 -18.38  -0.009
H: -17.76 19.33 -17.08  0.005
H: -17.20 17.66 -16.87  0.000
H: -12.55 20.03 -18.79  0.028
H: -13.90 20.79 -18.58  -0.031
C: -22.46 17.60 -17.22  0.000
C: -21.60 18.84 -17.41  0.000
C: -20.90 19.04 -18.81  0.000
O: -20.07 20.22 -18.73  0.000
C: -19.52 20.72 -19.92  0.004
N: -22.50 19.96 -17.05  0.000
H: -21.94 16.74 -17.62  0.000
H: -23.42 17.61 -17.74  0.000
H: -22.66 17.34 -16.18  0.000
H: -20.83 18.86 -16.63  0.000
H: -21.66 19.08 -19.59  0.000
H: -20.33 18.15 -19.04  0.000
H: -18.67 20.11 -20.24  -0.003
H: -19.12 21.70 -19.67  0.001
H: -20.26 20.73 -20.72  0.000
H: -23.20 20.08 -17.77  0.000
H: -21.98 20.83 -17.15  0.000
C: -9.24 21.63 -22.44  0.000
C: -9.95 20.51 -21.63  0.000
C: -10.36 21.05 -20.19  -0.001
O: -10.93 20.12 -19.31  0.000
C: -10.12 19.03 -18.92  0.000
N: -11.23 20.17 -22.32  0.000
H: -8.37 22.02 -21.91  0.000
H: -9.90 22.47 -22.61  0.000
H: -8.82 21.16 -23.33  0.000
H: -9.33 19.62 -21.56  0.000
H: -11.15 21.79 -20.30  0.000
H: -9.44 21.48 -19.78  0.000
H: -10.49 18.56 -18.00  0.000
H: -9.07 19.30 -18.81  0.000
H: -10.02 18.23 -19.65  0.000
H: -11.14 19.82 -23.26  0.000
H: -11.78 21.02 -22.34  0.000
C: -18.14 19.97 -23.55  -0.002
C: -16.97 19.50 -24.38  0.001
C: -16.63 20.52 -25.54  0.000
O: -17.69 20.80 -26.39  0.000
C: -17.56 21.98 -27.19  0.000
N: -15.93 19.28 -23.48  0.010
H: -18.07 20.98 -23.14  0.000
H: -18.47 19.17 -22.88  0.000
H: -18.92 20.13 -24.29  0.000
H: -17.13 18.48 -24.76  -0.001
H: -15.72 20.29 -26.11  0.000
H: -16.30 21.44 -25.06  0.000
H: -18.51 22.13 -27.71  0.000
H: -16.68 21.91 -27.82  0.000
H: -17.40 22.87 -26.57  0.000
H: -16.28 18.77 -22.68  0.010
H: -15.75 20.17 -23.03  0.002
C: -12.12 16.99 -22.35  0.006
C: -13.30 17.25 -21.41  0.003
C: -13.03 16.69 -20.00  0.028
O: -14.11 17.06 -19.19  -0.025
C: -14.25 16.34 -17.95  0.014
N: -13.45 18.71 -21.36  0.075
H: -12.18 17.65 -23.22  0.000
H: -12.16 16.00 -22.79  0.000
H: -11.16 17.28 -21.92  -0.001
H: -14.11 16.65 -21.80  -0.026
H: -12.17 17.19 -19.56  -0.008
H: -12.91 15.61 -19.96  0.001
H: -13.33 15.88 -17.59  0.000
H: -15.09 15.64 -17.98  0.002
H: -14.41 17.06 -17.15  -0.002
H: -12.54 19.14 -21.39  0.039
H: -13.62 18.97 -22.32  -0.001

DFT (ωB97M-V/def2-TZVPD) results for a cluster of 2 separate species, C2HO3S2 in total in a non-equilibrium geometry.

Energy above the lowest of the compared OMol25 structures with the same formula, charge and spin (kJ/mol): 288.89
Gap between HOMO and LUMO (spin up / spin down) (eV): 5.88 / 5.99
Net charge: -1
E_HOMO (spin up / spin down) (eV): -2.55 / -4.13
2S+1: 3

Last column: natural (NBO) charge in e.
CARTESIAN COORDINATES (ANGSTROEM)
C: -0.68 1.08 -0.84  0.898
C: 0.38 -0.33 -0.17  -0.607
O: 0.09 1.79 -1.38  -0.624
O: -1.84 0.78 -0.58  -0.682
O: -0.34 -1.22 1.96  -0.504
S: 1.20 -1.64 -1.06  -0.012
S: 2.01 -0.04 0.09  0.114
H: -0.82 -0.42 1.98  0.417

DFT (ωB97M-V/def2-TZVPD) results for a cluster of 12 separate species, C36H96O21 in total in a non-equilibrium geometry.

Gap between HOMO and LUMO (eV): 9.71
Net charge: 0
E_HOMO (eV): -9.38
2S+1: 1

Last column: Löwdin charge in e.
CARTESIAN COORDINATES (ANGSTROEM)
C: -1.99 -1.35 -1.17  -0.101
O: -0.92 -0.65 -0.60  -0.199
C: 0.33 -1.25 -0.84  -0.190
C: 1.39 -0.17 -0.74  -0.201
O: 1.54 0.24 0.61  -0.186
C: 2.06 1.57 0.62  -0.087
H: -1.94 -2.44 -1.03  0.079
H: -2.11 -1.13 -2.24  0.102
H: -2.89 -1.09 -0.61  0.061
H: 0.38 -1.63 -1.87  0.127
H: 0.51 -2.09 -0.17  0.133
H: 1.03 0.65 -1.37  0.114
H: 2.33 -0.53 -1.17  0.114
H: 1.25 2.26 0.40  0.070
H: 2.81 1.64 -0.18  0.089
H: 2.46 1.75 1.61  0.081
C: 2.17 -0.15 3.97  -0.066
O: 2.68 1.05 4.59  -0.216
C: 2.61 0.96 6.02  -0.188
C: 1.26 0.71 6.63  -0.222
O: 0.45 1.83 6.37  -0.167
C: -0.93 1.57 6.40  -0.116
H: 1.08 -0.18 4.06  0.066
H: 2.63 -1.05 4.39  0.107
H: 2.48 -0.09 2.93  0.064
H: 2.91 1.97 6.32  0.132
H: 3.38 0.25 6.34  0.130
H: 1.35 0.60 7.71  0.131
H: 0.82 -0.22 6.26  0.115
H: -1.41 1.71 7.38  0.086
H: -1.20 0.57 6.03  0.081
H: -1.41 2.31 5.76  0.089
C: 1.83 -4.29 -3.35  -0.105
O: 1.06 -4.62 -2.22  -0.167
C: 0.32 -5.78 -2.44  -0.231
C: -0.40 -6.12 -1.15  -0.203
O: 0.59 -6.45 -0.19  -0.174
C: 0.05 -6.60 1.09  -0.120
H: 2.60 -5.02 -3.63  0.091
H: 2.34 -3.34 -3.20  0.081
H: 1.18 -4.24 -4.24  0.087
H: 0.95 -6.66 -2.67  0.134
H: -0.43 -5.74 -3.24  0.106
H: -1.08 -6.97 -1.36  0.129
H: -1.00 -5.32 -0.70  0.116
H: -0.63 -7.46 1.14  0.090
H: -0.49 -5.71 1.43  0.068
H: 0.85 -6.81 1.81  0.091
C: 6.96 2.12 -3.63  -0.105
O: 6.71 1.41 -2.44  -0.163
C: 5.96 2.18 -1.55  -0.233
C: 5.73 1.39 -0.27  -0.181
O: 5.20 0.10 -0.57  -0.199
C: 4.74 -0.56 0.59  -0.104
H: 7.82 1.69 -4.14  0.090
H: 7.37 3.12 -3.40  0.088
H: 6.03 2.23 -4.18  0.087
H: 5.01 2.48 -2.03  0.117
H: 6.39 3.14 -1.24  0.131
H: 5.08 1.93 0.41  0.096
H: 6.74 1.25 0.13  0.139
H: 5.55 -0.79 1.28  0.093
H: 4.21 -1.46 0.28  0.100
H: 3.94 -0.05 1.14  0.048
C: -5.47 2.27 -2.73  -0.098
O: -4.61 1.28 -2.19  -0.167
C: -4.39 1.47 -0.80  -0.220
C: -5.13 0.40 -0.04  -0.190
O: -6.53 0.56 -0.11  -0.186
C: -7.10 1.72 0.41  -0.127
H: -5.10 3.29 -2.56  0.090
H: -6.44 2.12 -2.26  0.079
H: -5.58 2.20 -3.81  0.086
H: -4.61 2.47 -0.42  0.114
H: -3.30 1.48 -0.66  0.107
H: -4.81 0.32 1.01  0.133
H: -4.93 -0.58 -0.48  0.099
H: -6.57 2.64 0.13  0.075
H: -7.10 1.75 1.51  0.091
H: -8.12 1.81 0.04  0.092
C: -2.91 -6.18 4.06  -0.121
O: -2.34 -4.95 3.66  -0.202
C: -3.21 -4.23 2.75  -0.182
C: -2.38 -3.13 2.13  -0.203
O: -2.16 -2.12 3.11  -0.172
C: -1.16 -1.21 2.73  -0.106
H: -2.18 -6.70 4.68  0.086
H: -3.22 -6.82 3.23  0.083
H: -3.79 -5.96 4.67  0.088
H: -3.91 -3.76 3.44  0.134
H: -3.60 -4.89 1.97  0.124
H: -3.03 -2.61 1.40  0.118
H: -1.48 -3.53 1.67  0.118
H: -1.16 -0.38 3.44  0.078
H: -1.37 -0.77 1.75  0.081
H: -0.15 -1.62 2.74  0.089
C: 6.06 6.88 2.01  -0.102
O: 6.17 5.55 1.55  -0.170
C: 5.17 4.70 2.03  -0.208
C: 3.85 4.96 1.31  -0.211
O: 3.96 4.72 -0.07  -0.179
C: 2.76 5.01 -0.74  -0.094
H: 5.93 6.94 3.10  0.091
H: 5.21 7.37 1.50  0.084
H: 6.96 7.41 1.71  0.090
H: 4.96 4.87 3.10  0.125
H: 5.47 3.66 1.99  0.100
H: 3.53 5.99 1.51  0.117
H: 3.10 4.26 1.72  0.122
H: 2.55 6.08 -0.74  0.098
H: 1.97 4.38 -0.33  0.061
H: 2.83 4.64 -1.77  0.082
C: -2.25 3.42 -4.98  -0.092
O: -2.23 3.67 -3.59  -0.176
C: -1.11 3.18 -2.92  -0.221
C: -1.08 3.52 -1.46  -0.193
O: -1.03 4.93 -1.26  -0.177
C: -1.02 5.25 0.12  -0.118
H: -1.26 3.19 -5.38  0.083
H: -2.65 4.33 -5.45  0.088
H: -2.94 2.59 -5.19  0.086
H: -0.19 3.57 -3.39  0.121
H: -1.05 2.09 -3.00  0.133
H: -0.15 3.09 -1.06  0.101
H: -1.92 3.13 -0.86  0.114
H: -0.86 6.33 0.16  0.091
H: -0.25 4.75 0.71  0.077
H: -2.01 5.08 0.55  0.088
C: -6.37 -3.18 -0.89  -0.105
O: -5.46 -3.54 -1.90  -0.192
C: -6.06 -3.70 -3.14  -0.223
C: -5.19 -4.40 -4.17  -0.180
O: -3.92 -3.74 -4.33  -0.178
C: -2.93 -4.24 -3.45  -0.122
H: -5.81 -3.07 0.04  0.082
H: -7.10 -3.99 -0.77  0.090
H: -6.90 -2.25 -1.08  0.089
H: -6.45 -2.76 -3.54  0.131
H: -6.97 -4.34 -3.04  0.125
H: -5.65 -4.23 -5.15  0.125
H: -5.05 -5.48 -4.06  0.124
H: -2.59 -5.23 -3.74  0.078
H: -3.24 -4.17 -2.41  0.074
H: -2.08 -3.55 -3.54  0.085
O: 2.49 1.70 -3.56  -0.048
H: 2.35 1.66 -4.52  0.065
H: 2.41 2.64 -3.34  0.036
O: 4.17 -0.63 -3.15  -0.084
H: 3.49 0.06 -3.28  -0.018
H: 4.61 -0.39 -2.31  0.009
O: 5.24 1.25 3.03  -0.054
H: 4.38 1.13 3.48  0.012
H: 5.73 1.86 3.60  0.046

DFT (ωB97M-V/def2-TZVPD) results for the molecule C2H6N2O in a non-equilibrium geometry.

Energy above the lowest of the compared OMol25 structures with the same formula, charge and spin (kJ/mol): 326.26
Gap between HOMO and LUMO (eV): 10.20
Net charge: 0
E_HOMO (eV): -9.58
2S+1: 1

Last column: natural (NBO) charge in e.
CARTESIAN COORDINATES (ANGSTROEM)
N: 1.09 0.35 -0.71  -0.844
C: 0.17 0.91 0.33  -0.347
C: -0.88 -0.28 0.49  0.652
N: -0.64 -1.30 -0.26  -0.813
O: -1.73 -0.26 1.36  -0.626
H: 0.32 0.43 -1.61  0.350
H: 1.81 1.30 -1.12  0.363
H: 0.63 0.55 1.28  0.212
H: -0.08 2.01 0.39  0.229
H: 0.29 -1.49 -0.61  0.426
H: -0.98 -2.22 0.46  0.398

DFT (ωB97M-V/def2-TZVPD) results for a cluster of 3 separate species, C3H8Br2N2 in total in a non-equilibrium geometry.

Energy above the lowest of the compared OMol25 structures with the same formula, charge and spin (kJ/mol): 0.00
Gap between HOMO and LUMO (spin up / spin down) (eV): 9.32 / 5.21
Net charge: 0
E_HOMO (spin up / spin down) (eV): -8.54 / -9.00
2S+1: 3

Last column: natural (NBO) charge in e.
CARTESIAN COORDINATES (ANGSTROEM)
C: 1.21 0.32 -1.82  -0.445
C: -0.08 -1.34 1.46  -0.439
C: -1.22 0.76 1.17  0.025
N: 1.57 0.50 -0.51  -0.463
N: -0.22 0.05 1.13  -0.405
Br: -1.25 2.58 0.92  0.054
Br: -2.42 0.00 -1.84  -0.015
H: 1.74 -0.51 -2.22  0.201
H: 0.08 -0.14 -1.74  0.180
H: 1.26 1.20 -2.42  0.188
H: 0.60 -1.91 0.71  0.227
H: 0.44 -1.45 2.42  0.222
H: -1.02 -1.95 1.56  0.178
H: -2.25 0.45 1.31  0.168
H: 1.56 1.45 -0.12  0.324

DFT (ωB97M-V/def2-TZVPD) results for the molecule C9H6N4 in a non-equilibrium geometry.

Energy above the lowest of the compared OMol25 structures with the same formula, charge and spin (kJ/mol): 470.68
Gap between HOMO and LUMO (eV): 9.99
Net charge: 0
E_HOMO (eV): -9.74
2S+1: 1

Last column: natural (NBO) charge in e.
CARTESIAN COORDINATES (ANGSTROEM)
C: -1.93 0.90 -0.03  -0.316
C: -0.76 0.50 0.33  -0.255
C: -0.06 -0.68 -0.20  -0.372
C: 0.66 -0.42 -1.69  -0.254
C: 1.35 -1.59 -2.08  0.282
N: 1.97 -2.52 -2.29  -0.245
C: -0.34 -0.16 -2.68  0.277
N: -1.12 -0.01 -3.50  -0.240
C: 1.59 0.77 -1.50  -0.367
C: 2.90 0.53 -1.33  0.544
N: 4.04 0.23 -1.39  -0.533
C: 1.11 2.05 -1.29  0.263
N: 0.58 3.06 -1.13  -0.281
H: -2.47 0.36 -0.73  0.188
H: -2.39 1.79 0.28  0.209
H: -0.19 1.31 0.96  0.227
H: 0.77 -1.06 0.57  0.239
H: -0.68 -1.59 -0.53  0.236
H: 4.50 -0.12 -0.61  0.400

Look up the net charge of the first one. +3